C4H7BrN2S | the ωB97M-V functional and the def2-TZVPD basis

Each line ends with the Mulliken charge.
CARTESIAN COORDINATES (ANGSTROEM)
C -0.885 -1.847 -1.053  -0.719
C -0.709 -1.318 0.165  0.480
N -1.855 -0.822 0.675  -0.110
N -1.771 -0.016 1.634  -0.396
C -0.340 0.094 2.086  -0.322
S 0.761 -1.019 0.977  -0.146
H -1.885 -2.143 -1.300  0.295
H -0.107 -2.182 -1.714  0.298
H -0.127 1.229 2.211  0.281
H -0.310 -0.275 3.140  0.342
C 1.297 1.485 -1.265  -0.523
Br 2.965 2.272 -1.933  -0.181
H 1.225 0.537 -1.768  0.192
H 0.477 2.177 -1.637  0.338
H 1.266 1.828 -0.217  0.171

Frontier orbital gap (eV): 8.64
2S+1: 1
Lowest unoccupied orbital energy (eV): -0.26
Energy relative to the best compared isomer or geometry (same formula, charge and spin) (kcal/mol): 29.2
SMILES string: C=C1N=NCS1.CBr

---

C4H7BrNO2 | the ωB97M-V functional and the def2-TZVPD basis

Each line ends with the Mulliken charge.
CARTESIAN COORDINATES (ANGSTROEM)
C 0.307 -1.418 -1.030  -0.999
C 0.392 -0.373 -0.056  -0.095
Br 2.395 0.664 -0.670  -0.535
N -0.510 0.600 0.003  0.149
C -0.638 1.431 1.375  -0.772
C -1.463 1.129 -1.090  0.550
O -1.241 0.583 -2.206  -0.694
O -2.287 1.911 -0.689  -0.674
H -0.598 -1.957 -0.797  0.379
H 0.042 -1.073 -2.119  0.280
H 1.332 -2.082 -1.147  0.271
H 0.762 -0.811 0.897  0.379
H -0.832 0.832 2.321  0.248
H 0.372 2.012 1.410  0.256
H -1.534 2.175 1.267  0.257

Frontier orbital gap (eV): 8.55
2S+1: 1
Lowest unoccupied orbital energy (eV): 3.73
Total charge: -1
Energy relative to the best compared isomer or geometry (same formula, charge and spin) (kcal/mol): 46.7
SMILES string: C[C@@H](Br)N(C)C(=O)[O-]

---

C4H7BrO | the ωB97M-V functional and the def2-TZVPD basis

Each line ends with the Mulliken charge.
CARTESIAN COORDINATES (ANGSTROEM)
C -0.615 0.804 0.079  -1.033
C -0.202 -0.683 0.017  -0.355
C 1.213 -0.773 0.521  -0.124
O 2.117 -1.732 0.032  -0.402
C 2.239 -0.467 -0.509  -0.056
Br 3.871 0.273 0.026  -0.170
H -1.051 1.164 1.201  0.238
H -1.336 0.939 -0.663  0.341
H 0.255 1.352 -0.094  0.363
H -0.178 -0.960 -1.131  0.235
H -0.746 -1.341 0.683  0.303
H 1.374 -0.595 1.642  0.365
H 2.001 -0.450 -1.619  0.293

Frontier orbital gap (eV): 10.81
2S+1: 1
Lowest unoccupied orbital energy (eV): 0.99
Energy relative to the best compared isomer or geometry (same formula, charge and spin) (kcal/mol): 46.4
SMILES string: CC[C@H]1O[C@@H]1Br

---

C4H7BrO | the ωB97M-V functional and the def2-TZVPD basis

Each line ends with the Mulliken charge.
CARTESIAN COORDINATES (ANGSTROEM)
C 2.389 1.196 -0.309  -0.692
C 2.091 -0.029 -0.060  0.054
C -2.081 -1.087 -0.349  -0.699
C -0.262 -0.015 0.628  -0.366
O -0.688 -0.973 -0.268  -0.245
Br -0.702 1.864 0.281  -0.192
H 3.377 1.367 -0.599  0.288
H 1.724 2.066 -0.041  0.081
H 1.956 -0.981 0.173  0.571
H -2.422 -0.027 -0.740  0.242
H -2.460 -1.199 0.616  0.338
H -2.342 -1.850 -0.987  0.250
H -0.579 -0.334 1.653  0.369

Frontier orbital gap (spin up / spin down) (eV): 8.37 / 8.51
2S+1: 1
Lowest unoccupied orbital energy (spin up / spin down) (eV): 0.24 / 0.32
Energy relative to the best compared isomer or geometry (same formula, charge and spin) (kcal/mol): 126.8

---

C4H7BrSi | the ωB97M-V functional and the def2-TZVPD basis

Each line ends with the Mulliken charge.
CARTESIAN COORDINATES (ANGSTROEM)
C -2.568 0.935 0.204  -0.356
C -3.398 0.078 0.004  0.058
C 1.981 -1.334 -0.170  -1.021
C -0.054 1.261 -0.497  -0.549
Si 0.952 0.114 0.512  0.371
Br -4.990 -0.674 -0.050  -0.055
H 2.408 -1.933 0.586  0.306
H 1.773 -1.977 -0.987  0.399
H 2.698 -0.695 -0.736  0.285
H -0.209 2.274 -0.064  0.333
H -0.341 1.096 -1.558  0.356
H 1.875 1.184 1.206  -0.076
H -0.127 -0.327 1.550  -0.052

Frontier orbital gap (spin up / spin down) (eV): 7.08 / 6.69
2S+1: 1
Lowest unoccupied orbital energy (spin up / spin down) (eV): -1.87 / -2.17
Energy relative to the best compared isomer or geometry (same formula, charge and spin) (kcal/mol): 164.9

---

C4H7Cl | the ωB97M-V functional and the def2-TZVPD basis

Each line ends with the Mulliken charge.
CARTESIAN COORDINATES (ANGSTROEM)
C 0.240 -0.246 0.657  0.018
C -0.526 -1.308 -0.002  -0.663
C -1.551 -0.142 -0.122  -0.527
C -0.876 0.695 0.912  -0.657
H 0.991 -0.529 1.384  0.415
H -0.919 -2.052 0.628  0.285
H 0.002 -1.726 -0.883  0.283
H -1.578 0.423 -1.069  0.220
H -2.626 -0.524 0.023  0.324
H -0.726 1.775 0.502  0.237
H -1.227 0.649 1.880  0.307
Cl 1.315 0.470 -0.655  -0.243

Frontier orbital gap (eV): 11.28
2S+1: 1
Lowest unoccupied orbital energy (eV): 1.05
Energy relative to the best compared isomer or geometry (same formula, charge and spin) (kcal/mol): 22.0

---

C4H7Cl | the ωB97M-V functional and the def2-TZVPD basis

Each line ends with the Mulliken charge.
CARTESIAN COORDINATES (ANGSTROEM)
C -1.471 -0.729 -0.256  -1.059
C -0.820 0.588 -0.387  -0.012
C 0.491 0.947 0.001  -0.405
C 1.486 -0.035 0.589  -0.234
Cl 2.969 -0.182 -0.422  -0.221
H -2.061 -0.774 0.700  0.231
H -0.702 -1.518 -0.201  0.286
H -2.198 -1.006 -1.025  0.314
H -1.369 1.427 -0.770  0.350
H 0.787 1.957 -0.343  0.311
H 1.877 0.350 1.497  0.285
H 1.012 -1.026 0.616  0.153

Frontier orbital gap (eV): 10.37
2S+1: 1
Lowest unoccupied orbital energy (eV): 1.04
Energy relative to the best compared isomer or geometry (same formula, charge and spin) (kcal/mol): 7.8
SMILES string: C/C=C\CCl

---

C4H7Cl2N | the ωB97M-V functional and the def2-TZVPD basis

Each line ends with the Mulliken charge.
CARTESIAN COORDINATES (ANGSTROEM)
C 1.720 -2.199 0.182  -0.883
C 1.180 -1.318 -0.638  -0.079
C 0.677 -0.086 -0.123  -0.188
C -1.270 -0.375 0.468  -0.182
N -1.956 -1.111 -0.467  -0.433
Cl 0.697 1.176 -1.272  -0.173
Cl -1.906 1.241 0.449  -0.161
H 1.999 -3.160 -0.220  0.241
H 1.729 -2.135 1.185  0.344
H 0.999 -1.797 -1.644  0.248
H 1.219 0.198 0.705  0.448
H -1.300 -0.696 1.515  0.342
H -1.890 -2.218 -0.523  0.241
H -2.105 -0.638 -1.371  0.235

Frontier orbital gap (eV): 9.18
2S+1: 1
Lowest unoccupied orbital energy (eV): 0.89
Energy relative to the best compared isomer or geometry (same formula, charge and spin) (kcal/mol): 54.7